Density functional theory data (ωB97M-V/def2-TZVPD) for C18H14AgAsF6P as an isolated structure.

Values from the calculation:
Highest occupied orbital energy (spin up / spin down) ... -8.98 / -8.94 eV
Frontier orbital gap (spin up / spin down) ... 7.81 / 6.07 eV
DFT total energy ... -4017.641646 Eh
ΔE to the lowest compared entry with this formula, charge and spin ... 23.0 kcal per mole
2S+1 ... 2

Last column: Mulliken charge in e.
Cartesian coordinates (Å):
F1 3.278 -1.862 0.300  -0.5108
H1 -1.926 -0.869 -1.812  0.3759
H2 -0.074 2.064 -1.116  0.4396
C1 -0.396 0.912 1.443  0.2131
C2 0.405 -0.029 -1.164  0.6651
C3 0.352 2.661 2.912  -0.6365
C4 -4.075 -2.735 0.019  -0.4104
H3 1.793 0.669 -4.718  0.3837
H4 -2.422 1.084 0.737  0.3906
F2 5.689 -1.402 0.257  -0.4705
C5 -3.536 -2.071 -1.073  -0.7476
F3 2.821 0.556 0.279  -0.4644
C6 -1.886 2.706 2.030  -0.6445
C7 -0.888 3.272 2.812  -0.4571
As1 4.310 -0.374 0.271  1.9913
H5 0.791 2.484 -3.393  0.3935
C8 -1.642 1.528 1.344  -0.2581
Ag1 1.345 -2.696 -0.571  -0.0790
H6 -4.060 -2.068 -2.020  0.4044
H7 1.572 1.003 2.301  0.4663
C9 -2.328 -1.397 -0.956  0.0243
H8 -1.082 4.192 3.349  0.3793
C10 -2.185 -2.070 1.345  -0.3617
C11 1.513 -0.828 -3.210  -0.5426
P1 -0.009 -0.597 0.511  0.5404
F4 4.209 -0.452 -1.464  -0.4644
H9 -3.812 -3.244 2.088  0.4022
H10 1.990 -1.622 -3.767  0.4354
H11 -2.855 3.183 1.954  0.3998
H12 1.130 3.102 3.520  0.4072
F5 5.249 1.059 0.224  -0.4877
F6 4.271 -0.396 1.999  -0.4900
H13 -1.656 -2.083 2.292  0.4043
C12 0.993 -0.987 -1.955  0.1517
C13 -3.398 -2.728 1.231  -0.6569
H14 -5.017 -3.257 -0.073  0.3833
C14 0.603 1.477 2.233  -0.3150
C15 -1.639 -1.392 0.255  0.1384
C16 0.339 1.255 -1.705  -0.3475
C17 1.403 0.465 -3.729  -0.3363
C18 0.833 1.485 -2.980  -0.7088